(one)
Density functional theory data (ωB97M-V/def2-TZVPD) for one molecule with the formula C8H10N4.

Calculated values
SMILES: C[C@H](c1nc[nH]n1)n1cccc1
M: 162.2 g mol⁻¹
Kohn-Sham gap: 8.74 eV

CARTESIAN COORDINATES (ANGSTROEM)
H1 -0.8984 1.4159 -3.8057
C1 -0.5947 -2.5846 1.4758
H2 2.3913 0.6659 1.1472
H3 -0.5977 1.5604 0.9875
C2 -0.5970 1.4992 -1.5616
H4 1.1448 -1.0406 -0.8067
N1 -1.6158 -1.9387 2.0522
N2 0.1763 0.7299 -0.6841
N3 0.2606 -1.7031 1.0272
N4 -1.5099 -0.6224 1.7979
C3 0.4463 -0.1212 -2.7469
C4 -0.3468 -0.5238 1.1988
H5 0.6813 -0.7501 -3.5280
H6 1.6240 2.1883 0.6773
C5 0.1517 0.8355 0.7565
H7 -2.4468 -2.1598 2.6187
H8 1.4641 1.6018 2.3437
H9 -1.2284 2.4134 -1.3237
C6 -0.4398 0.9846 -2.8343
C7 1.4793 1.3301 1.2601
C8 0.7709 -0.1936 -1.4238
H10 -0.3153 -3.5873 1.3717

=====

(two)
Density functional theory data (ωB97M-V/def2-TZVPD) for C8H10N4 as an isolated structure.

Calculated values
M: 162.2 g mol⁻¹
Kohn-Sham gap: 7.74 eV

CARTESIAN COORDINATES (ANGSTROEM)
C1 2.7137 -1.8241 -0.0738
N1 1.4858 -2.4621 -0.0795
C2 -3.1648 -0.5336 0.3287
C3 0.6684 -0.1763 0.1648
C4 -1.6240 -0.6239 -0.1862
H1 -1.6771 1.9895 -0.6745
N2 -0.9964 -1.7940 -0.2859
H2 3.4415 2.1908 -0.5299
H3 -3.9576 -1.0960 -0.1371
H4 1.6181 2.4313 0.1783
H5 -0.2060 2.5011 0.5928
H6 3.6417 -2.2299 0.0678
C5 1.9748 0.3846 0.2892
H7 0.0942 1.9735 -1.1040
C6 -0.6521 0.4550 -0.0295
H8 -3.1488 -0.5886 1.7144
H9 -1.6461 -2.6555 -0.1735
N3 2.9795 -0.4738 0.3131
N4 2.2937 1.7006 -0.0878
C7 0.4644 -1.5628 -0.1698
H10 -3.6130 0.5216 0.0619
C8 -0.6901 1.8727 -0.1792

=====

(three)
Density functional theory data (ωB97M-V/def2-TZVPD) for a 2-piece molecular cluster, C8H10N4 overall.

Calculated values
SMILES: C1=NN=CCC1.c1ccnnc1
M: 162.2 g mol⁻¹
Kohn-Sham gap: 9.56 eV

CARTESIAN COORDINATES (ANGSTROEM)
C1 3.3202 -0.6401 -0.5839
H1 -4.4893 1.3829 -0.6860
C2 2.0479 1.2339 0.2895
C3 -3.6568 0.6781 -0.4873
H2 -2.7474 -2.1134 1.1779
H3 3.1525 -0.1761 1.5050
N1 -1.4699 0.1907 -0.9451
H4 -0.0895 0.5536 0.3520
H5 1.8001 1.8730 1.1515
C4 -2.7219 -1.2295 0.5294
H6 4.2892 -0.9611 -0.9902
H7 2.2480 1.8997 -0.5679
H8 4.2004 0.9221 0.5962
N2 2.2934 -1.1111 -1.1706
C5 -3.8211 -0.4199 0.3546
C6 0.8969 0.3008 -0.0163
C7 -1.5617 -0.8716 -0.1487
H9 -4.7769 -0.6160 0.8424
C8 3.2627 0.3488 0.5504
N3 1.0347 -0.7984 -0.6197
H10 -0.6851 -1.4221 -0.0204
N4 -2.5265 0.9759 -1.1129

=====

The calculated energies rank the structures as follows, beginning with the most stable: (one), (three), (two).

=====

(one)
Density functional theory data (ωB97M-V/def2-TZVPD) for one molecule with the formula CH5NOS2.

Calculated values
M: 111.2 g mol⁻¹
Kohn-Sham gap (alpha / beta): 7.83 / 7.83 eV

CARTESIAN COORDINATES (ANGSTROEM)
O1 -1.3927 -0.6399 0.3641
N1 -1.0243 -0.2953 -2.3123
H1 -0.8891 -1.2404 -1.9224
H2 -1.9587 -0.3941 -2.7290
H3 1.3017 0.3195 0.3704
S1 -0.3116 1.1471 -1.7874
H4 0.7855 -0.5407 1.8248
H5 1.1268 1.3287 2.0015
S2 -0.9554 0.7204 0.6504
C1 0.7218 0.4974 1.3137

=====

(two)
Density functional theory data (ωB97M-V/def2-TZVPD) for a 2-piece molecular cluster, CH5NOS2 overall.

Calculated values
SMILES: NC=O.SS
M: 111.2 g mol⁻¹
Kohn-Sham gap: 8.67 eV

CARTESIAN COORDINATES (ANGSTROEM)
S1 -1.6364 -1.1794 0.1001
H1 2.8272 -0.6659 -1.6623
H2 1.8926 0.6809 -2.2759
C1 1.8421 0.5895 -0.2995
N1 2.2614 0.1504 -1.5098
H3 1.6067 1.6541 -0.2250
H4 -0.3764 -1.3635 0.5109
H5 -0.2349 0.7559 1.2044
O1 1.8481 -0.0607 0.7161
S2 -1.3352 0.9075 0.4575

=====

The calculated energies rank the structures as follows, beginning with the most stable: (two), (one).

=====

(one)
Density functional theory data (ωB97M-V/def2-TZVPD) for an isolated ion of composition C4H10NO and charge -1.

Calculated values
Net charge: -1
SMILES: C[C@@H](N)CC[O-]
M: 88.1 g mol⁻¹
Kohn-Sham gap: 6.41 eV

CARTESIAN COORDINATES (ANGSTROEM)
H1 -1.0310 1.4674 -1.7162
H2 0.6280 -0.2022 2.0146
H3 -1.3049 0.0624 -2.4113
H4 -2.2910 -0.1742 -0.2062
H5 0.8320 1.6246 0.3295
C1 1.4320 -0.4508 1.2900
C2 -0.2194 -0.0972 -0.6506
H6 2.4982 -0.1682 1.3473
O1 1.2875 -1.7392 0.9631
C3 0.9565 0.5737 0.0387
N1 -0.5902 0.5673 -1.8892
H7 -1.4000 0.5003 1.1900
C4 -1.3753 -0.2283 0.3784
H8 1.7844 0.5692 -0.6896
H9 -1.3573 -1.2037 0.8126
H10 0.1505 -1.1010 -0.8011

=====

(two)
Density functional theory data (ωB97M-V/def2-TZVPD) for a 2-piece molecular cluster, C4H10NO overall.

Calculated values
Net charge: -1
M: 88.1 g mol⁻¹
Kohn-Sham gap: 5.43 eV

CARTESIAN COORDINATES (ANGSTROEM)
N1 0.3788 1.4910 1.0737
H1 -0.3692 1.6847 1.7398
H2 1.0647 0.2032 -2.1977
H3 -1.6566 -0.1524 1.5777
H4 1.7280 -0.6038 0.6586
H5 1.9849 1.2888 -1.1891
C1 1.8616 0.2060 -1.4030
H6 -0.5444 1.0329 -0.6492
H7 -0.6291 -1.4740 1.0237
H8 2.7724 -0.3101 -1.7468
H9 -0.2919 -2.1359 1.5742
C2 -0.1133 0.4211 0.1909
H10 0.6953 -1.3406 -0.4826
O1 -2.1451 -0.8226 -0.3271
C3 -1.3012 -0.5511 0.6026
C4 1.1250 -0.3646 -0.2042

=====

(three)
Density functional theory data (ωB97M-V/def2-TZVPD) for an isolated ion of composition C4H10NO and charge -1.

Calculated values
Net charge: -1
SMILES: CN[C@@H](C)C[O-]
M: 88.1 g mol⁻¹
Kohn-Sham gap: 6.53 eV

CARTESIAN COORDINATES (ANGSTROEM)
O1 -2.7612 -0.3978 0.2074
C1 -1.7573 -0.1843 -0.6438
H1 -0.4437 2.1346 0.3783
H2 2.1160 -0.6127 0.9351
H3 0.3935 -0.5410 -1.6822
H4 -1.8040 0.8685 -1.2397
C2 -0.4151 1.2389 0.9949
H5 -1.2586 1.2470 1.7299
N1 0.8839 -0.0146 -0.7670
H6 -0.4241 -0.9370 0.7845
C3 -0.4005 0.0204 0.1400
C4 2.0378 -0.7955 -0.2091
H7 0.3900 1.2969 1.6999
H8 2.9305 -0.4488 -0.5937
H9 1.9075 -1.9531 -0.3649
H10 -1.3947 -0.9214 -1.3697

=====

(four)
Density functional theory data (ωB97M-V/def2-TZVPD) for an isolated ion of composition C4H10NO and charge -1.

Calculated values
Net charge: -1
SMILES: CCCNC[O-]
M: 88.1 g mol⁻¹
Kohn-Sham gap: 6.46 eV

CARTESIAN COORDINATES (ANGSTROEM)
H1 1.5310 -0.3767 1.5030
C1 -0.4743 -0.0265 -1.0927
H2 -0.0884 -1.7127 0.1311
H3 -2.4590 0.3756 -0.5369
H4 -0.5983 2.5096 0.7096
H5 -0.8092 -0.6495 -1.9570
H6 1.9782 0.1569 -0.2336
O1 1.9261 -1.8314 0.3843
C2 1.4712 -0.5971 0.4809
H7 -1.5381 1.9706 -1.2717
N1 0.0036 -0.7019 0.0928
H8 -0.9363 1.0392 1.3923
H9 0.3282 0.4740 -1.7120
C3 -1.4502 1.0927 -0.6276
C4 -1.3122 1.7877 0.7807
H10 -2.2480 2.2366 1.0031

=====

The calculated energies rank the structures as follows, beginning with the most stable: (one), (three), (four), (two).

=====

(one)
Density functional theory data (ωB97M-V/def2-TZVPD) for C4H10NO as an isolated structure.

Calculated values
Net charge: -1
M: 88.1 g mol⁻¹
Kohn-Sham gap (alpha / beta): 5.21 / 5.21 eV

CARTESIAN COORDINATES (ANGSTROEM)
C1 -0.1772 0.9770 -1.1665
N1 -0.3359 1.1098 1.5584
H1 0.0732 0.5426 -2.1917
H2 -0.5317 -1.9311 -0.7974
H3 0.3685 1.9167 -1.1397
C2 1.5175 -0.3546 0.1570
H4 -1.2245 1.1219 -1.2158
H5 1.9194 -0.9135 -0.8245
H6 -0.9230 -1.6439 0.9512
C3 0.0108 0.0003 -0.0254
O1 -1.6415 1.4759 1.4830
H7 -0.1818 0.4292 2.3997
H8 1.7944 -1.1428 0.9511
H9 2.2244 0.4683 0.1473
C4 -0.9026 -1.1825 -0.0270
H10 -1.9899 -0.8734 -0.2596

=====

(two)
Density functional theory data (ωB97M-V/def2-TZVPD) for a 2-piece molecular cluster, C4H10NO overall.

Calculated values
Net charge: -1
M: 88.1 g mol⁻¹
Kohn-Sham gap: 6.74 eV

CARTESIAN COORDINATES (ANGSTROEM)
H1 1.1465 2.5225 -2.4192
H2 -0.3402 1.8792 -0.3176
O1 0.9998 -0.4037 0.0353
H3 1.4966 0.0633 -1.9298
H4 -0.8943 0.6554 -1.4589
H5 0.3092 -1.7508 1.3521
C1 1.1992 0.5017 -0.9441
N1 0.1727 2.2649 -2.3480
H6 -1.8517 -1.0131 2.4130
C2 -1.3973 -1.9744 2.6427
C3 -0.0766 1.3460 -1.2390
H7 -0.0845 -3.4492 1.9526
H8 -0.4278 3.0729 -2.3754
H9 -1.8913 -2.5735 3.4021
C4 -0.3584 -2.3933 1.9291
H10 1.9981 1.2523 -0.6948

=====

The calculated energies rank the structures as follows, beginning with the most stable: (two), (one).